A structure of composition C5H7ClO2. Source: the OMol25 dataset; level of theory: ωB97M-V/def2-TZVPD.

Cartesian coordinates (Å):
Cl  -0.634  0.117  -2.649
O  1.240  0.827  0.963
O  -1.037  -1.723  -0.103
C  0.418  0.085  -1.217
C  0.330  1.265  -0.102
C  -0.992  0.749  0.230
C  0.784  -0.472  1.085
C  -0.310  -0.579  0.039
H  1.466  -0.133  -1.578
H  1.590  -1.194  0.871
H  -1.582  0.908  1.181
H  -1.644  0.908  -0.590
H  0.354  -0.451  2.188
H  0.554  2.249  -0.272
H  -0.538  -2.557  -0.047

Atomic forces in eV per Å
Cl 0.315 0.245 0.201
O -0.354 1.306 -2.352
O -0.676 -1.008 0.214
C 1.320 0.782 1.219
C 1.737 -0.502 -0.489
C -2.668 -0.612 1.880
C -0.559 -1.540 3.049
C 0.842 -0.822 -0.896
H -1.197 -0.169 0.709
H -0.233 0.001 0.633
H 1.146 0.097 -0.755
H -0.808 0.301 -0.619
H 0.746 -1.285 -2.018
H 0.311 2.429 -0.793
H 0.077 0.777 0.017

## Properties
Energy above the lowest of the compared OMol25 structures with the same formula, charge and spin, kcal/mol: 53.06
Total charge: 0
E_LUMO, Ha: 0.02532

A cluster of 10 separate species, C17H39Cl4F12N4O9S in total. Source: the OMol25 dataset; level of theory: ωB97M-V/def2-TZVPD.

Cartesian coordinates (Å):
Cl  4.602  -2.896  -0.045
Cl  3.041  5.032  0.322
Cl  4.292  3.550  2.956
Cl  2.724  -5.505  -0.371
S  -0.258  -1.141  -1.446
F  2.732  1.828  -5.321
F  2.686  2.226  -3.111
F  2.153  0.350  -3.932
F  1.518  -1.440  0.559
F  -5.697  4.059  0.511
F  2.183  0.097  -0.985
F  -4.453  4.991  2.160
F  1.596  0.457  7.622
F  -5.873  3.446  2.700
F  -0.006  -0.257  6.370
F  1.668  -1.578  6.899
F  0.576  0.502  0.440
O  -0.755  -2.461  -0.939
O  0.242  2.760  -3.251
O  -0.112  1.480  -5.179
O  -1.380  -0.184  -1.441
O  -3.615  1.991  2.572
O  -3.323  2.556  0.336
O  0.338  -1.227  -2.804
O  2.922  -0.485  4.870
O  1.558  1.323  4.866
N  -1.200  -1.502  -4.761
N  -2.942  -3.434  -2.138
N  -3.988  0.046  -1.193
N  -0.197  -4.797  -0.096
C  2.652  3.379  0.775
C  0.654  1.942  -4.310
C  1.932  0.250  5.327
C  -3.865  2.770  1.448
C  1.265  -0.299  6.590
C  -2.513  0.613  4.011
C  -1.102  3.140  -2.955
C  -2.830  0.836  2.563
C  2.612  3.206  2.281
C  3.592  -0.137  3.673
C  3.147  -4.590  -1.859
C  2.122  1.629  -4.192
C  -5.014  3.810  1.703
C  1.129  -0.465  -0.251
C  4.856  -1.086  3.489
C  3.486  -3.075  -1.427
C  -2.025  3.729  -4.047
H  4.585  -2.142  3.477
H  -0.863  -4.728  0.660
H  -1.874  -0.269  4.050
H  -0.701  -5.387  -0.743
H  -0.488  -1.197  -4.113
H  -1.933  1.058  1.985
H  1.835  3.802  2.760
H  -4.289  -0.359  -2.068
H  -2.983  0.142  -1.225
H  -3.062  -4.064  -1.357
H  -2.930  3.125  -4.108
H  -3.409  -0.029  2.238
H  -1.568  2.169  -2.784
H  2.310  -4.715  -2.547
H  -1.137  3.784  -2.076
H  2.311  2.205  2.590
H  2.814  -0.114  2.910
H  5.704  -0.920  4.153
H  -1.220  -2.482  -4.515
H  -2.109  -1.249  -4.402
H  -4.388  0.959  -1.030
H  3.406  2.684  0.407
H  -1.922  1.468  4.337
H  1.770  3.049  0.227
H  -2.706  -2.501  -1.831
H  2.621  -2.543  -1.030
H  -3.377  0.459  4.657
H  -0.186  -3.902  -0.564
H  -3.814  -3.473  -2.645
H  3.959  0.886  3.757
H  -2.262  -3.815  -2.780
H  -0.924  -1.333  -5.718
H  5.236  -0.915  2.482
H  0.690  -5.238  0.101
H  -4.297  -0.629  -0.508
H  3.909  -2.623  -2.323
H  4.027  -5.062  -2.295
H  -1.564  3.671  -5.033
H  -2.298  4.784  -4.085

Atomic forces in eV per Å
Cl 0.156 -0.378 -0.486
Cl -0.037 0.177 -0.269
Cl -1.367 -0.284 -0.231
Cl 0.288 -0.445 -0.048
S -0.884 -0.028 -2.088
F 0.891 0.798 -0.493
F 0.054 0.135 -1.421
F 0.446 -2.270 0.245
F 0.162 0.445 -0.532
F 1.299 -0.699 2.470
F -2.169 -1.780 1.518
F -0.612 -1.736 -1.226
F -0.182 0.269 0.274
F 1.015 -0.079 -1.996
F -2.011 -0.334 0.254
F -0.700 1.095 -0.529
F -0.013 -0.046 0.174
O 1.138 1.661 -0.143
O 2.155 -0.602 -1.966
O 2.537 0.918 2.605
O 1.488 -0.480 0.457
O -2.508 3.602 -2.173
O -1.963 0.831 3.312
O 0.205 -0.236 2.908
O -0.488 -0.903 1.315
O 0.395 -1.824 0.432
N -0.249 -1.104 -0.113
N -1.199 -0.670 -0.058
N -1.080 -0.080 -0.161
N -1.986 -1.287 -0.167
C 0.423 -1.001 0.100
C -5.352 1.648 -0.027
C 0.517 2.087 -1.234
C 1.701 -3.302 -1.180
C 2.397 -1.134 0.241
C 1.100 -0.193 0.114
C -1.922 -0.768 -0.980
C 0.519 -0.223 0.412
C -0.067 0.009 0.241
C 1.840 0.132 0.029
C 0.702 1.496 1.178
C -0.182 0.587 1.499
C -0.509 2.143 0.708
C 0.767 1.087 -1.415
C -1.492 0.430 -0.967
C -0.534 -1.432 -0.475
C 0.704 0.135 -1.371
H -0.157 0.023 0.377
H 0.313 0.119 0.937
H 0.055 -0.073 0.322
H 0.089 -0.726 -0.517
H 0.824 1.074 0.731
H 0.027 -0.538 -0.196
H 0.555 0.638 0.053
H -0.242 0.149 -0.797
H 1.249 -0.149 0.291
H -0.012 -0.662 1.191
H -0.033 0.169 0.044
H -0.071 0.086 -0.733
H -0.157 0.058 0.804
H 0.078 0.492 0.030
H 0.667 -0.382 0.039
H 0.497 -0.236 -0.244
H 0.398 -0.488 -0.536
H -0.515 0.244 0.328
H 0.262 -1.105 -0.675
H -0.644 1.130 -0.594
H -0.395 0.597 0.184
H 0.440 0.377 -0.145
H -0.074 -0.119 0.382
H -0.481 0.345 0.473
H 0.269 0.823 0.126
H -0.122 -0.310 -0.810
H -0.028 0.117 -0.257
H 0.698 1.336 -0.162
H -0.891 0.421 -0.479
H -0.033 0.094 0.045
H 1.331 -0.308 -0.881
H -0.527 0.296 -0.543
H 0.024 0.258 -0.104
H 0.962 0.001 0.326
H 0.086 0.028 0.738
H -0.046 0.342 0.270
H -0.060 0.007 0.209
H 0.161 -0.558 -0.058
H 0.108 0.062 1.096

## Properties
Energy above the lowest of the compared OMol25 structures with the same formula, charge and spin, kcal/mol: 42.79
Total charge: +2
E_LUMO (spin up / spin down), Ha: -0.21376 / -0.24563
⟨S²⟩: 0.75
Spin multiplicity: 2

A cluster of 8 separate species, BF4H14O7 in total. Source: the OMol25 dataset; level of theory: ωB97M-V/def2-TZVPD.

Cartesian coordinates (Å):
F  0.270  0.195  1.277
F  1.324  -0.775  -0.501
F  0.566  1.410  -0.597
F  -0.935  -0.344  -0.603
O  1.754  0.976  -3.152
O  0.485  -3.157  -1.777
O  -1.337  2.341  1.941
O  -2.074  1.655  -2.189
O  3.326  0.897  0.683
O  -3.280  0.340  1.452
O  0.293  -2.090  2.953
B  0.299  0.102  -0.142
H  2.528  1.273  0.299
H  -3.146  -0.583  1.682
H  1.630  0.987  -2.195
H  3.001  0.325  1.382
H  -0.508  1.915  1.695
H  -1.399  1.817  -1.521
H  1.172  -1.743  2.786
H  0.736  -4.025  -1.451
H  -0.218  -1.756  2.210
H  -3.269  0.355  0.489
H  -2.214  0.706  -2.147
H  0.849  -2.537  -1.131
H  2.113  0.103  -3.329
H  -1.969  1.612  1.887

Atomic forces in eV per Å
F 0.116 -0.363 -0.032
F -0.010 -0.156 -0.232
F 0.179 -0.050 -0.308
F -0.018 -0.156 -0.008
O 0.197 -0.008 -0.103
O 0.049 -0.211 0.020
O 0.082 0.248 0.078
O -0.395 0.235 -0.061
O 0.354 0.214 0.126
O -0.346 -0.113 0.028
O -0.045 -0.403 0.133
B -0.268 0.153 0.713
H -0.054 0.011 -0.040
H 0.118 -0.036 0.018
H -0.146 0.103 -0.077
H -0.136 -0.036 -0.041
H -0.044 0.064 0.053
H 0.102 -0.038 -0.044
H -0.001 0.126 -0.034
H 0.001 -0.048 0.010
H 0.043 0.238 -0.026
H 0.176 0.084 -0.096
H 0.236 -0.064 0.012
H -0.072 0.257 -0.116
H -0.021 -0.068 0.015
H -0.097 0.017 0.014

## Properties
Energy above the lowest of the compared OMol25 structures with the same formula, charge and spin, kcal/mol: 3.48
Total charge: -1
E_LUMO, Ha: 0.10231

The ion C5H11NP with charge +1. Source: the OMol25 dataset; level of theory: ωB97M-V/def2-TZVPD.

Cartesian coordinates (Å):
P  -1.744  0.057  0.056
N  0.801  -0.030  -0.515
C  -0.551  -0.021  -1.436
C  0.644  -1.074  0.539
C  -0.809  -1.577  0.382
C  0.771  1.343  0.013
C  -0.490  1.352  0.826
H  0.646  -0.635  1.571
H  -0.755  0.818  -2.122
H  1.485  -1.794  0.316
H  -1.135  -2.158  1.294
H  1.671  1.452  0.725
H  -1.005  -2.139  -0.529
H  1.502  -0.263  -1.102
H  -0.734  -0.864  -2.118
H  -0.982  2.334  0.997
H  -0.204  1.122  1.873
H  0.889  2.078  -0.771

Atomic forces in eV per Å
P 1.379 -0.210 -0.660
N -4.539 1.286 -0.967
C -1.263 0.562 0.748
C -0.289 -1.335 0.180
C -0.193 0.089 1.924
C 2.319 0.305 1.913
C -1.487 0.242 1.399
H 0.895 -0.389 -1.192
H 1.372 0.399 0.689
H -1.085 0.488 0.781
H 0.351 0.639 -1.035
H -1.180 -0.096 -1.166
H 0.109 -0.335 0.358
H 3.401 -0.502 -2.204
H 0.688 -0.254 0.845
H 0.289 -0.517 -0.819
H -0.526 -0.319 -0.514
H -0.241 -0.051 -0.279

## Properties
Energy above the lowest of the compared OMol25 structures with the same formula, charge and spin, kcal/mol: 6.17
Total charge: +1
E_LUMO, Ha: -0.11136

The molecule C14H29BN2O4. Source: the OMol25 dataset; level of theory: ωB97M-V/def2-TZVPD.

Cartesian coordinates (Å):
O  -3.016  -1.591  2.253
O  -1.010  0.975  -2.599
O  0.110  2.219  -1.160
O  -3.602  0.069  3.922
N  -1.121  1.250  1.033
N  2.480  -0.909  -0.704
C  2.562  -0.123  -2.044
C  -0.893  0.412  -0.176
C  -3.459  0.566  -0.572
C  -4.665  -0.015  0.147
C  1.647  -0.235  0.342
C  -0.592  1.282  -1.345
C  -2.226  -0.346  -0.413
C  4.862  -1.188  -0.354
C  -4.783  0.205  1.670
C  0.170  -0.681  0.085
C  3.509  -1.921  -0.455
C  5.088  -0.421  -1.721
C  3.991  0.567  -2.028
C  -0.055  2.089  1.511
B  -3.681  -0.440  2.617
H  -0.481  2.760  2.253
H  -5.632  0.254  -0.339
H  -2.392  -0.932  0.473
H  5.224  -1.174  -2.514
H  -4.604  -1.101  -0.025
H  -2.197  -2.042  2.504
H  -3.168  1.575  -0.218
H  4.022  1.323  -1.260
H  -3.743  0.682  -1.647
H  0.679  1.512  1.997
H  -5.003  1.242  2.020
H  2.557  -0.929  -2.859
H  1.718  0.640  -2.096
H  1.678  0.867  0.195
H  -3.217  -0.630  4.407
H  6.050  0.119  -1.672
H  -0.221  -1.182  0.972
H  -2.081  -1.177  -1.172
H  5.616  -1.852  -0.122
H  3.318  -2.422  0.461
H  -1.716  0.687  1.646
H  0.331  2.693  0.696
H  4.058  1.128  -2.881
H  -0.858  1.813  -3.156
H  -5.537  -0.431  2.220
H  0.051  -1.507  -0.594
H  1.940  -0.442  1.384
H  4.766  -0.536  0.464
H  3.525  -2.701  -1.143

Atomic forces in eV per Å
O -0.029 -0.536 -0.325
O -0.390 1.191 -0.438
O 1.111 2.166 -0.923
O -0.493 0.349 -1.924
N -0.860 -0.547 -2.066
N -1.186 0.905 -1.097
C 1.422 -1.335 2.014
C -1.640 -1.549 0.662
C 0.218 0.447 -1.111
C -1.458 -0.706 0.328
C -0.122 -0.667 -1.970
C 0.336 -0.434 -0.437
C 0.329 -0.517 -0.464
C -2.000 0.474 -2.684
C 0.838 -0.281 1.130
C -0.221 0.357 1.202
C 0.256 3.198 1.159
C 1.094 -0.615 0.792
C -2.173 -1.439 1.712
C -1.375 0.536 0.797
B -0.012 0.753 0.685
H -0.011 0.168 0.156
H 0.727 0.185 0.248
H 0.075 -0.053 0.308
H -0.217 0.125 0.093
H -0.103 0.108 0.134
H -0.632 0.718 0.464
H -0.378 -0.439 -0.016
H -0.339 0.263 0.694
H 0.370 -0.094 0.691
H 1.463 -0.472 0.654
H 0.207 -0.670 -0.516
H -0.325 1.367 0.800
H 1.157 -1.281 -0.125
H 0.351 -0.710 0.132
H 0.871 -0.945 1.446
H -0.254 -0.155 -0.009
H -0.025 0.235 0.556
H -0.352 1.353 0.253
H 1.999 -1.473 0.168
H -0.457 -0.266 1.160
H 0.917 0.743 0.224
H 0.084 -0.195 0.424
H 0.832 1.030 -2.628
H -0.015 -1.767 1.186
H -0.291 0.475 -1.134
H 0.629 0.037 -1.011
H 0.190 -0.155 -0.514
H -0.022 1.260 1.018
H -0.093 -1.142 -1.898

## Properties
Energy above the lowest of the compared OMol25 structures with the same formula, charge and spin, kcal/mol: 14.74
Total charge: 0
E_LUMO, Ha: 0.00753

The molecule C2H3NO2S2. Source: the OMol25 dataset; level of theory: ωB97M-V/def2-TZVPD.

Cartesian coordinates (Å):
S  0.047  1.907  1.920
S  2.195  -0.137  0.421
O  0.545  -1.762  -1.628
O  -1.376  -0.721  -1.085
N  -0.303  0.761  0.682
C  -0.045  -0.954  -0.960
C  0.571  -0.059  0.093
H  -1.262  0.739  0.415
H  1.343  1.538  1.917
H  -1.714  -1.313  -1.774

Atomic forces in eV per Å
S 0.031 -0.367 -0.367
S -0.750 0.083 -0.072
O -0.491 0.693 0.643
O 0.030 -0.076 -0.015
N 0.460 0.369 0.514
C 0.200 -0.675 -0.792
C 0.825 0.135 0.319
H -0.561 -0.172 -0.305
H 0.179 0.011 0.055
H 0.075 0.000 0.020

## Properties
Energy above the lowest of the compared OMol25 structures with the same formula, charge and spin, kcal/mol: 4.45
Total charge: 0
E_LUMO, Ha: -0.01904

The molecule C34H35FN2O4. Source: the OMol25 dataset; level of theory: ωB97M-V/def2-TZVPD.

Cartesian coordinates (Å):
F  0.223  3.654  -1.075
O  -1.849  3.469  -2.686
O  1.537  1.329  -3.473
O  -1.210  1.436  -3.612
O  2.250  3.296  -2.661
N  4.580  -2.474  0.665
N  -4.215  0.788  2.746
C  -4.658  1.980  3.480
C  4.870  -4.230  -1.040
C  3.037  -0.608  1.148
C  4.690  -3.831  0.281
C  1.457  0.174  -0.527
C  -6.186  -0.667  2.385
C  -2.796  2.054  1.212
C  -6.742  -2.447  3.936
C  1.394  2.231  -2.717
C  -1.232  -0.214  0.806
C  -3.158  3.277  -3.355
C  3.016  -1.658  -1.049
C  1.962  0.164  0.779
C  0.164  2.405  -1.794
C  -4.712  -1.137  4.243
C  4.966  -5.581  -1.354
C  -1.699  2.091  0.315
C  3.578  3.088  -3.246
C  4.767  -6.139  0.986
C  -0.856  0.975  0.103
C  -2.365  -0.300  1.601
C  -7.036  -1.715  2.807
C  -3.862  4.573  -3.625
C  0.249  0.974  -0.937
C  3.573  -1.585  0.258
C  -5.588  -2.182  4.633
C  4.327  4.388  -3.532
C  4.898  -6.564  -0.344
C  4.707  -4.791  1.305
C  -1.049  2.390  -2.788
C  2.032  -0.756  -1.431
C  -4.961  -0.399  3.056
C  -3.164  0.836  1.843
C  5.349  -2.056  1.852
H  -3.805  -0.918  4.815
H  -3.745  2.623  -2.697
H  3.296  -2.483  -1.745
H  -3.320  2.986  1.372
H  -5.337  -2.744  5.520
H  3.489  2.503  -4.168
H  -7.406  -3.242  4.249
H  5.119  -5.894  -2.390
H  4.785  -2.249  2.812
H  4.600  -4.504  2.339
H  -3.925  5.217  -2.758
H  -3.454  5.106  -4.484
H  4.736  -6.898  1.771
H  -3.017  2.742  -4.296
H  -4.105  2.049  4.440
H  1.617  -0.822  -2.456
H  3.418  -0.575  2.170
H  4.138  2.493  -2.511
H  -5.739  1.882  3.717
H  1.429  0.735  1.526
H  4.919  -3.491  -1.837
H  5.350  4.079  -3.810
H  3.925  4.941  -4.403
H  -2.616  -1.258  2.081
H  -4.886  4.339  -3.897
H  -1.438  2.996  -0.223
H  -0.617  -1.120  0.652
H  -6.423  -0.056  1.505
H  -7.932  -1.890  2.237
H  -0.132  0.477  -2.019
H  -4.465  2.896  2.898
H  5.568  -0.959  1.792
H  4.422  5.032  -2.638
H  4.930  -7.644  -0.616
H  6.331  -2.587  1.859

Atomic forces in eV per Å
F 0.181 -1.972 -1.188
O -0.135 -1.033 -0.540
O 0.134 -0.935 -0.170
O 0.383 3.640 3.376
O 0.038 -0.366 0.233
N 0.626 1.178 0.744
N -0.753 -0.037 0.091
C 0.083 -0.163 0.170
C -0.131 -0.162 -0.273
C 0.820 -1.328 -0.114
C 0.135 0.020 0.553
C 1.115 -0.210 -0.548
C 0.734 -0.457 0.114
C 0.941 -0.824 -0.678
C -0.116 -0.329 -0.176
C 0.866 2.569 -0.308
C 0.506 0.094 -0.904
C 0.247 -0.489 -0.030
C 0.109 -0.419 0.221
C -0.548 0.591 -0.637
C 1.625 -0.021 0.464
C -0.258 -0.353 -0.896
C 0.041 -0.826 0.404
C 0.223 -0.886 0.494
C -0.132 -0.217 0.055
C 0.310 -0.708 -0.412
C -1.600 -0.369 0.572
C 0.208 -0.058 -0.011
C 0.674 1.459 -0.743
C -0.071 0.188 -0.055
C -2.908 0.014 -3.369
C -0.631 0.070 -0.721
C 1.299 1.139 0.178
C 0.045 -0.084 0.011
C -0.097 0.304 -0.436
C -0.325 -0.262 -0.657
C -0.887 -2.500 -1.954
C -0.732 0.125 -0.106
C -1.282 -0.372 1.130
C 0.554 0.797 -0.138
C 0.035 0.020 0.230
H -0.360 -0.108 -0.133
H 0.211 0.204 -0.033
H -0.241 1.107 0.723
H -0.124 -0.167 0.003
H -0.040 -0.083 0.089
H -0.127 0.084 0.255
H 0.006 -0.004 0.062
H -0.119 0.180 0.334
H 0.692 0.160 -0.754
H -0.011 0.140 0.057
H 0.196 0.196 0.167
H 0.259 0.097 0.207
H -0.021 0.332 -0.144
H 0.242 -0.007 0.223
H -0.273 0.125 -0.364
H 0.333 0.063 0.784
H -0.293 0.072 -0.322
H -0.131 0.091 -0.218
H 0.679 0.190 -0.272
H 0.214 0.291 0.128
H 0.154 -0.193 0.266
H -0.344 0.143 0.096
H 0.009 -0.195 0.669
H 0.108 0.559 -0.239
H -0.213 -0.174 -0.038
H -0.518 0.007 0.520
H -0.417 0.560 0.163
H -0.011 -0.316 0.366
H -0.207 -0.124 -0.029
H 0.692 0.276 3.140
H -0.314 -0.459 0.385
H -0.259 -0.947 -0.004
H -0.251 -0.224 -0.505
H 0.041 1.012 0.347
H -0.889 0.286 0.092

## Properties
Energy above the lowest of the compared OMol25 structures with the same formula, charge and spin, kcal/mol: 42.37
Total charge: 0
E_LUMO, Ha: 0.02746